The following is a DFT calculation (ωB97M-V/def2-TZVPD) of 3 unconnected molecules or ions with the total composition C20H46BN6O5P2 at a distorted geometry.

Properties
Total energy (eV): -59911.816
Lowest unoccupied orbital energy (eV): 0.706
Max |F| (hartree/bohr): 0.148
Frontier orbital gap (eV): 5.1304
Net charge: -1

Each atom is followed by the atoms it is bonded to, with distances in Å.
Cartesian coordinates (Å):
1 P 3.95 4.27 -3.54  O3 1.526, N8 1.783, N11 1.718, N12 1.734
2 P -3.82 -3.02 3.95  O4 1.525, N9 1.717, N10 1.735, N13 1.785
3 O 4.04 2.76 -3.35  P1 1.526
4 O -3.21 -2.31 2.75  P2 1.525
5 O 0.37 -2.29 -2.10  C15 1.434, B34 1.475
6 O 2.46 -2.32 -2.89  C15 1.432, H44 0.973
7 O 0.06 -0.02 -2.04  C24 1.432, B34 1.484
8 N 3.71 6.00 -3.92  P1 1.783, C14 1.434, C26 1.462
9 N -2.38 -3.01 4.90  P2 1.717, C18 1.455, C20 1.444
10 N -4.20 -4.48 3.10  P2 1.735, C19 1.471, C25 1.457
11 N 5.65 4.53 -3.60  P1 1.718, C29 1.455, C30 1.443
12 N 3.14 4.59 -2.04  P1 1.734, C22 1.456, C33 1.472
13 N -4.69 -3.72 5.34  P2 1.785, C23 1.462, C28 1.434
14 C 4.39 7.13 -3.34  N8 1.434, H45 1.100, H61 1.095, H68 1.088
15 C 1.69 -1.81 -1.80  O5 1.434, O6 1.432, C24 1.637, H50 1.124
16 C -2.97 -1.50 -0.58  C17 1.469, C27 1.467, H36 1.116
17 C -2.01 -1.71 -1.67  C16 1.469, C32 1.458, B34 1.634
18 C -1.96 -1.72 5.43  N9 1.455, H57 1.098, H73 1.093, H78 1.093
19 C -4.97 -4.22 1.87  N10 1.471, H42 1.095, H67 1.094, H72 1.094
20 C -1.35 -4.01 5.06  N9 1.444, H66 1.085, H69 1.097, H75 1.098
21 C -3.79 -2.70 -3.13  C31 1.462, C32 1.475, H71 1.117
22 C 3.83 4.65 -0.77  N12 1.456, H41 1.093, H47 1.092, H58 1.098
23 C -5.48 -2.74 6.08  N13 1.462, H48 1.095, H52 1.094, H70 1.100
24 C 1.46 -0.19 -1.82  O7 1.432, C15 1.637, H49 1.139, H74 1.122
25 C -3.22 -5.51 2.81  N10 1.457, H56 1.098, H62 1.093, H64 1.092
26 C 3.38 6.25 -5.32  N8 1.462, H55 1.094, H59 1.094, H63 1.100
27 C -4.36 -1.92 -0.75  C16 1.467, C31 1.471, H35 1.114
28 C -4.26 -4.79 6.20  N13 1.434, H37 1.099, H65 1.095, H79 1.088
29 C 6.35 4.06 -4.78  N11 1.455, H46 1.098, H51 1.093, H77 1.093
30 C 6.58 4.90 -2.55  N11 1.443, H40 1.097, H60 1.085, H76 1.098
31 C -4.74 -2.50 -2.04  C21 1.462, C27 1.471, H54 1.121
32 C -2.38 -2.29 -2.96  C17 1.458, C21 1.475, H80 1.108
33 C 1.94 3.75 -1.88  N12 1.472, H38 1.094, H43 1.094, H53 1.093
34 B -0.46 -1.27 -1.43  O5 1.475, O7 1.484, C17 1.634, H39 1.214
35 H -5.08 -1.77 0.09  C27 1.114
36 H -2.60 -1.02 0.36  C16 1.116
37 H -3.60 -4.44 7.00  C28 1.099
38 H 1.41 3.65 -2.83  C33 1.094
39 H -0.25 -1.09 -0.24  B34 1.214
40 H 7.26 5.68 -2.92  C30 1.097
41 H 4.36 5.60 -0.64  C22 1.093
42 H -5.70 -3.42 2.03  C19 1.095
43 H 2.19 2.75 -1.53  C33 1.094
44 H 3.36 -1.95 -2.86  O6 0.973
45 H 5.36 7.32 -3.83  C14 1.100
46 H 6.51 4.88 -5.49  C29 1.098
47 H 3.13 4.61 0.07  C22 1.092
48 H -6.30 -3.22 6.63  C23 1.095
49 H 1.63 0.07 -0.73  C24 1.139
50 H 1.85 -2.24 -0.77  C15 1.124
51 H 7.32 3.62 -4.54  C29 1.093
52 H -5.95 -2.03 5.38  C23 1.094
53 H 1.25 4.21 -1.17  C33 1.093
54 H -5.81 -2.81 -2.15  C31 1.121
55 H 2.71 5.46 -5.69  C26 1.094
56 H -2.28 -5.09 2.41  C25 1.098
57 H -2.28 -1.61 6.47  C18 1.098
58 H 4.54 3.81 -0.64  C22 1.098
59 H 2.85 7.20 -5.44  C26 1.094
60 H 6.11 5.33 -1.67  C30 1.085
61 H 3.78 8.03 -3.46  C14 1.095
62 H -3.01 -6.13 3.69  C25 1.093
63 H 4.28 6.25 -5.96  C26 1.100
64 H -3.60 -6.22 2.07  C25 1.092
65 H -5.14 -5.25 6.67  C28 1.095
66 H -1.65 -5.01 4.74  C20 1.085
67 H -4.32 -3.91 1.05  C19 1.094
68 H 4.55 7.03 -2.27  C14 1.088
69 H -1.09 -4.11 6.12  C20 1.097
70 H -4.87 -2.17 6.78  C23 1.100
71 H -4.13 -3.15 -4.10  C21 1.117
72 H -5.53 -5.11 1.57  C19 1.094
73 H -0.87 -1.60 5.39  C18 1.093
74 H 2.14 0.39 -2.50  C24 1.122
75 H -0.44 -3.76 4.51  C20 1.098
76 H 7.18 4.05 -2.22  C30 1.098
77 H 5.77 3.28 -5.29  C29 1.093
78 H -2.38 -0.90 4.85  C18 1.093
79 H -3.77 -5.60 5.66  C28 1.088
80 H -1.67 -2.43 -3.80  C32 1.108